[1]
{"formula": "C19H41Cl4N3O18", "method": "ωB97M-V/def2-TZVPD", "species": ["Cl", "C", "C", "Cl", "H", "H", "H", "H", "Cl", "C", "C", "Cl", "H", "H", "H", "H", "C", "N", "O", "O", "H", "H", "H", "C", "N", "O", "O", "H", "H", "H", "C", "N", "O", "O", "H", "H", "H", "C", "O", "C", "O", "O", "C", "H", "H", "H", "H", "H", "H", "C", "O", "C", "O", "O", "C", "H", "H", "H", "H", "H", "H", "C", "O", "C", "O", "O", "C", "H", "H", "H", "H", "H", "H", "C", "O", "C", "O", "O", "C", "H", "H", "H", "H", "H", "H"], "coordinates": [[23.663942, -7.635475, -18.755367], [24.751351, -6.255469, -18.472752], [24.235762, -5.463293, -17.300650], [22.875277, -4.415545, -17.782449], [24.830498, -5.683903, -19.400358], [25.785597, -6.595666, -18.412239], [25.041008, -4.800201, -16.986200], [23.981196, -6.159470, -16.507331], [18.530793, -11.537559, -12.356122], [19.408187, -10.175048, -13.103805], [20.053665, -10.626959, -14.404576], [18.870667, -10.733661, -15.725949], [20.186281, -9.786745, -12.447881], [18.706997, -9.361335, -13.273036], [20.574037, -11.566457, -14.220149], [20.847236, -9.936139, -14.695323], [22.159394, -12.474023, -20.865702], [21.925612, -12.409889, -22.350131], [22.589026, -13.182330, -23.000055], [21.183288, -11.591713, -22.815713], [21.854569, -11.508030, -20.466727], [23.244217, -12.427265, -20.816383], [21.638931, -13.335727, -20.474811], [24.122187, -10.149577, -16.329095], [25.533644, -9.619351, -16.164790], [26.297165, -10.328943, -15.534033], [25.821856, -8.577376, -16.704983], [24.078738, -10.491715, -17.357150], [23.530193, -9.268772, -16.080644], [23.974446, -10.938774, -15.604824], [20.594191, -8.565281, -18.229372], [20.213621, -8.812820, -19.665942], [19.872783, -9.935412, -20.009505], [20.148816, -7.840523, -20.404240], [19.691188, -8.834179, -17.691679], [20.959234, -7.549472, -18.167619], [21.448833, -9.228825, -18.101408], [22.327115, -5.583650, -14.043922], [20.959528, -5.967128, -14.054526], [20.664276, -6.969487, -14.859711], [21.456607, -7.553784, -15.560173], [19.392065, -7.299713, -14.727138], [18.712060, -7.874825, -15.835738], [22.901550, -6.408108, -13.617503], [22.427822, -4.690211, -13.436972], [22.739673, -5.381385, -15.029516], [19.249957, -8.660549, -16.373677], [18.491029, -7.069590, -16.538945], [17.816257, -8.341811, -15.433809], [17.271060, -6.591755, -19.114976], [16.392862, -7.124476, -18.098581], [16.544587, -8.407707, -17.794479], [17.489891, -9.104251, -18.082683], [15.460240, -8.819002, -17.160941], [15.293651, -10.206454, -16.898699], [17.568713, -7.348579, -19.835416], [18.120918, -6.159992, -18.589521], [16.706893, -5.815468, -19.622637], [15.757989, -10.779822, -17.700195], [14.243175, -10.466622, -16.807835], [15.759521, -10.445703, -15.939762], [14.794144, -12.938352, -23.777743], [14.922199, -12.859572, -22.366999], [15.914556, -12.095936, -21.942168], [16.525348, -11.337905, -22.649323], [16.177421, -12.339008, -20.669865], [17.373743, -11.699845, -20.190921], [15.801679, -13.005791, -24.176886], [14.238146, -12.152267, -24.299347], [14.154718, -13.783720, -24.036886], [17.714770, -12.243771, -19.310882], [17.081341, -10.711439, -19.843668], [18.137879, -11.716864, -20.960788], [18.053869, -8.554845, -22.705072], [17.041677, -8.347338, -23.675807], [17.505114, -8.223622, -24.930705], [18.639311, -7.991363, -25.241168], [16.454636, -8.335408, -25.742519], [16.668958, -8.031531, -27.104260], [17.654979, -8.826128, -21.725098], [18.619165, -7.632530, -22.576414], [18.713664, -9.406624, -22.877250], [17.325759, -7.155964, -27.176491], [15.732236, -7.762848, -27.579463], [17.218935, -8.787755, -27.665767]], "forces_ev_per_a": [[0.129, -0.076, -0.420], [0.358, 0.082, -1.008], [1.103, 0.155, -0.466], [-0.137, -0.259, 0.276], [-0.729, 0.208, 0.117], [-0.221, -0.430, 0.922], [-0.133, 0.051, 0.228], [-0.309, 0.217, 0.096], [0.082, 0.235, 0.132], [0.093, 0.162, -0.531], [0.495, 0.237, 0.606], [0.196, -1.639, 0.186], [-0.061, -0.340, 0.272], [-0.080, -0.109, 0.010], [-0.403, -0.266, -0.329], [-0.306, 0.316, -0.160], [0.377, 1.613, -0.685], [0.501, -0.174, 0.270], [0.269, -0.674, -0.368], [-0.748, 0.563, 0.068], [-0.699, -0.323, 0.135], [0.015, -0.908, 0.368], [0.236, -0.099, 0.189], [0.745, 1.013, 0.516], [0.069, -1.326, 0.214], [-0.043, 0.442, -0.127], [0.014, 0.173, 0.159], [-0.371, 0.145, -0.031], [-0.486, -0.260, -0.518], [0.121, -0.146, -0.057], [0.611, -0.722, -1.640], [-0.975, 0.597, -0.658], [0.578, 0.307, 0.498], [0.254, -0.377, 0.379], [0.690, -0.034, -0.519], [-0.403, 0.140, 0.202], [-0.285, -0.169, 0.593], [0.824, -0.324, 0.199], [-0.442, 0.442, -0.019], [0.287, -0.582, -0.124], [0.252, -0.016, -0.354], [-0.263, 0.424, 0.674], [-0.077, 0.266, -0.540], [0.131, 0.158, 0.106], [-0.244, -0.069, 0.123], [-0.433, 0.022, -0.123], [-0.151, 1.003, 1.314], [-0.215, -0.010, 0.103], [-0.059, 0.374, -0.028], [-0.036, 0.080, 0.469], [-0.243, -0.157, -0.261], [-0.282, -0.228, -0.453], [0.122, 0.036, -0.071], [-0.800, 0.591, 0.203], [0.757, -0.570, 0.289], [0.096, -0.069, 0.155], [0.227, 0.009, -0.359], [-0.023, 0.046, 0.102], [-0.045, -0.122, 0.125], [-0.118, 0.492, -0.253], [0.147, -0.079, -0.146], [-0.334, -0.213, -0.994], [-1.033, -0.328, 0.403], [0.568, 0.298, -0.644], [0.175, 0.253, -0.033], [-0.107, -0.528, 0.346], [-0.367, 0.063, 0.463], [-0.172, -0.155, -0.439], [0.449, 0.734, 0.744], [0.534, -0.492, 0.531], [-0.157, -0.230, -0.114], [0.488, 0.223, -0.339], [0.004, 0.349, 0.037], [0.846, 0.169, 1.088], [-0.065, -0.695, -0.300], [-0.293, 0.293, 0.760], [0.082, -0.155, -0.278], [-0.482, -0.306, -0.075], [1.204, 1.112, -0.580], [-0.818, 0.294, -0.318], [0.235, -0.172, -0.112], [0.036, 0.228, -0.747], [-0.169, 0.025, 0.080], [-0.226, -0.361, 0.204], [-0.360, -0.443, 0.263]], "lowdin_charge": [0.64, -0.64, -0.66, 0.57, 0.07, 0.07, 0.08, 0.04, 0.56, -0.65, -0.61, 0.69, 0.08, 0.06, 0.07, 0.06, 0.05, -0.46, 0.06, 0.08, 0.07, 0.10, 0.10, 0.04, -0.44, 0.07, 0.03, 0.09, 0.07, 0.09, 0.00, -0.39, 0.04, 0.06, 0.02, 0.06, 0.08, -0.03, 0.03, -0.61, 0.10, 0.02, -0.11, 0.10, 0.10, 0.05, -0.04, 0.11, 0.09, 0.00, 0.01, -0.63, 0.06, 0.02, -0.02, 0.08, 0.09, 0.10, 0.09, 0.10, 0.08, -0.05, 0.02, -0.63, 0.12, 0.02, -0.03, 0.10, 0.10, 0.09, 0.10, 0.07, 0.09, -0.07, 0.01, -0.61, 0.14, 0.01, -0.06, 0.07, 0.09, 0.10, 0.09, 0.09, 0.10], "relative_energy_ev": 0.0000, "homo_energy_ev": -10.35, "charge": 0, "smiles": "C[N+](=O)[O-].C[N+](=O)[O-].C[N+](=O)[O-].COC(=O)OC.COC(=O)OC.COC(=O)OC.COC(=O)OC.ClCCCl.ClCCCl", "mol_weight_g_mol": 741.4, "gap_ev": 10.2732, "energy_ha": -4107.60069}

[2]
{"formula": "C8H16N2", "method": "ωB97M-V/def2-TZVPD", "species": ["C", "C", "C", "C", "C", "N", "N", "H", "H", "H", "H", "H", "H", "H", "H", "C", "C", "C", "H", "H", "H", "H", "H", "H", "H", "H"], "coordinates": [[1.174079, -1.902560, -0.578720], [0.042179, -2.728316, -1.105932], [1.032612, -1.275263, 0.779863], [1.629964, -0.202867, 1.382175], [0.264978, -1.275186, 2.814778], [0.125959, -1.901742, 1.691518], [1.164185, -0.264274, 2.736983], [2.059845, -2.531702, -0.527642], [1.272411, -1.042011, -1.292543], [-0.543086, -3.190926, -0.328787], [2.056842, 0.679192, 0.936781], [-0.282963, -1.503492, 3.721684], [1.248386, 0.629346, 3.197633], [0.529294, -3.287711, -1.889723], [-0.713666, -2.194707, -1.749728], [-1.045763, 2.494492, -1.230839], [-1.711312, 1.159485, -1.609888], [-0.190108, 2.431303, 0.017982], [-0.524671, 2.941724, -2.081916], [-1.889524, 3.221563, -0.902618], [-2.757711, 1.440881, -1.870951], [0.641218, 1.694166, 0.030262], [0.248377, 3.452167, 0.254047], [-1.809583, 0.468573, -0.768490], [-1.190507, 0.695706, -2.443662], [-0.831445, 1.992158, 0.817723]], "forces_ev_per_a": [[0.138, 2.307, -0.011], [-1.230, 0.925, -1.418], [-1.612, -0.757, 0.859], [-1.499, -1.468, 0.876], [-0.300, 0.496, 0.261], [1.459, -0.012, -0.824], [1.209, 1.679, -2.112], [0.277, 0.203, -0.326], [0.739, -0.809, 0.387], [0.243, -0.919, 0.024], [0.600, -0.210, 0.396], [0.158, 0.085, -0.092], [-0.421, -0.545, 0.923], [-0.271, -1.376, 0.192], [0.645, 0.271, 0.976], [-1.378, 0.925, 0.997], [-0.910, 1.012, 0.020], [0.873, -0.185, 0.810], [-0.087, -0.043, 0.109], [1.282, -0.935, -0.924], [0.685, -0.674, -0.352], [-0.387, 0.599, -0.722], [-0.689, -1.253, 0.108], [0.322, 0.030, -0.043], [-0.190, -0.250, 0.000], [0.347, 0.903, -0.114]], "nbo_charge": [-0.43, -0.62, 0.11, -0.13, 0.19, -0.48, -0.55, 0.22, 0.21, 0.24, 0.22, 0.20, 0.41, 0.21, 0.20, -0.39, -0.62, -0.61, 0.20, 0.19, 0.21, 0.20, 0.21, 0.21, 0.21, 0.20], "relative_energy_ev": 1.3863, "homo_energy_ev": -8.72, "charge": 0, "smiles": "CCc1c[nH]cn1.CCC", "mol_weight_g_mol": 140.2, "gap_ev": 9.5991, "energy_ha": -423.88868}

[3]
{"formula": "C4H22N8O7", "method": "ωB97M-V/def2-TZVPD", "species": ["O", "H", "H", "O", "H", "H", "O", "H", "H", "C", "O", "N", "N", "H", "H", "H", "H", "C", "O", "N", "N", "H", "H", "H", "H", "C", "O", "N", "N", "H", "H", "H", "H", "C", "O", "N", "N", "H", "H", "H", "H"], "coordinates": [[3.158037, 0.910043, 1.554796], [2.571349, 0.766876, 0.812149], [2.930842, 1.782895, 1.875330], [1.127253, 0.572926, -0.363695], [0.686560, -0.246091, -0.137320], [0.468740, 1.250311, -0.209609], [1.307974, -1.310151, -2.593273], [0.681819, -0.962326, -1.958310], [1.822278, -0.549764, -2.864412], [1.486673, -4.748575, -1.081655], [1.385741, -5.767613, -0.392358], [1.301822, -4.629384, -2.396337], [1.579579, -3.633540, -0.507570], [1.163137, -5.490856, -2.904994], [1.598071, -3.699464, -2.656289], [1.704109, -3.575547, 0.493042], [1.464801, -2.778750, -1.033173], [-1.700469, -1.956630, 0.289159], [-1.234786, -0.882760, 0.035540], [-2.043202, -2.661574, 1.383101], [-1.976792, -2.832013, -0.639434], [-2.155927, -2.160039, 2.252499], [-2.140060, -3.666698, 1.404313], [-2.282056, -3.768958, -0.417969], [-1.815915, -2.572631, -1.602206], [-2.229918, 2.365047, -0.773758], [-1.481716, 3.021088, -0.137302], [-2.427470, 2.468856, -2.032348], [-3.006258, 1.409344, -0.312683], [-3.080747, 1.906722, -2.558977], [-1.767953, 2.989888, -2.592400], [-3.726118, 0.975242, -0.872552], [-2.952259, 1.047578, 0.628758], [1.607760, 4.334839, 2.249238], [2.434903, 3.536561, 1.968991], [0.382850, 4.092910, 1.959500], [1.825137, 5.298661, 3.212516], [0.048311, 3.382911, 1.323813], [-0.299096, 4.594979, 2.509929], [2.565314, 5.280853, 3.899477], [1.017683, 5.904835, 3.186476]], "forces_ev_per_a": [[0.727, -0.650, 0.450], [-0.383, -0.008, -0.346], [-0.102, 0.443, -0.031], [0.724, 0.109, -0.469], [-0.573, -0.183, 0.437], [-0.437, 0.264, 0.061], [0.107, -0.883, -0.332], [-0.432, 0.456, 0.112], [0.167, 0.283, 0.095], [-1.839, -4.755, 0.605], [0.427, -1.242, -0.712], [0.188, -0.484, -0.846], [1.073, 6.326, 3.075], [0.302, 0.728, -0.418], [-0.292, -0.481, -1.669], [-0.101, -0.122, -0.349], [0.255, 0.137, 0.319], [-0.706, -2.982, -0.407], [0.790, 2.271, 1.061], [0.106, 1.851, 4.845], [-0.163, -1.691, -5.063], [0.224, -0.304, 0.095], [0.016, 0.478, -0.078], [-0.051, 0.381, -0.514], [0.024, -0.260, -0.004], [-1.897, -2.281, 0.928], [3.534, 2.461, 2.664], [0.165, 1.881, -6.418], [-2.200, -2.229, 2.715], [0.217, -0.165, 0.251], [-0.183, 0.099, 0.199], [0.254, -0.094, -0.117], [0.261, 0.354, -0.128], [1.781, -0.842, 3.321], [4.053, -1.702, -1.630], [-4.987, 1.232, -0.570], [-1.235, 1.127, -1.084], [0.139, 0.154, -0.173], [-0.360, -0.360, -0.565], [-0.351, 0.029, -0.528], [0.758, 0.654, 1.218]], "nbo_charge": [-1.01, 0.49, 0.49, -0.98, 0.49, 0.49, -1.02, 0.48, 0.48, 0.73, -0.73, -0.86, -0.81, 0.41, 0.41, 0.41, 0.40, 0.56, -0.71, -0.89, -0.89, 0.38, 0.38, 0.37, 0.38, 0.64, -0.73, -0.88, -0.90, 0.34, 0.38, 0.32, 0.39, 0.76, -0.69, -0.81, -0.88, 0.45, 0.37, 0.42, 0.37], "homo_energy_ev": [0.44, -6.89], "charge": -1, "mol_weight_g_mol": 294.3, "spin_multiplicity": 2, "gap_ev": [2.3655, 9.6276], "energy_ha": -1130.39112, "s_squared": 0.75}